No. 1
The following is a quantum chemistry calculation of a molecular structure, C2H10BaN3 at a distorted geometry, from the OMol25 dataset.

CARTESIAN COORDINATES (ANGSTROEM)
C1 1.25359 -1.55280 -1.35535
Ba1 0.87125 -0.75678 1.11943
N1 -0.44676 1.82999 1.46826
N2 -1.65487 -0.77395 -0.19383
H1 -0.52636 2.55230 0.73890
H2 0.29574 -1.17760 3.53768
H3 2.14155 -1.43975 -0.80825
H4 1.20816 -1.50060 -2.41316
H5 0.76231 -2.41328 -0.91194
H6 -2.00096 0.06384 -0.66092
H7 -2.25684 -0.91932 0.60589
H8 -1.86015 -1.52839 -0.83671
H9 -1.40574 1.56638 1.71656
H10 -0.06903 2.30573 2.29444
N3 2.24403 2.30528 -2.22676
C2 1.44409 1.43894 -2.07424

Values from the calculation:
Total charge   -1
Highest occupied orbital energy   -2.466 eV
Energy above the lowest of the compared OMol25 structures with the same formula, charge and spin   64.9 kJ/mol
LUMO energy   2.2937 eV
Spin multiplicity   1

---

No. 2
The following is a quantum chemistry calculation of 2 unconnected molecules or ions with the total composition C2H10BrF6N2O2P3 at a distorted geometry, from the OMol25 dataset.

CARTESIAN COORDINATES (ANGSTROEM)
C1 -0.54078 2.33359 2.18888
C2 0.91920 1.92663 2.39220
O1 1.69049 1.83277 1.17217
N1 1.60216 0.60739 0.45417
P1 1.44131 1.18811 -1.32626
N2 2.69726 1.90687 -1.81778
P2 0.29401 -0.64959 1.00788
O2 1.06828 -1.33214 2.24723
Br1 0.61390 -2.08834 -0.55332
H1 -1.22278 1.63765 2.67192
H2 -0.70488 3.35576 2.51867
H3 -0.76829 2.31534 1.12084
H4 1.43862 2.72336 2.92818
H5 1.03092 1.05101 3.03235
H6 2.53306 0.17358 0.46138
H7 1.12858 0.04190 -2.04951
H8 0.30512 1.99226 -1.17445
H9 3.47157 2.01081 -1.17611
H10 1.92682 -0.94092 2.44552
F1 -3.84414 -2.62109 -3.55910
P3 -2.72569 -2.87922 -2.37314
F2 -2.17779 -1.41868 -2.98080
F3 -1.08892 -3.27551 -2.46818
F4 -2.81786 -4.45999 -2.83548
F5 -4.03061 -3.23171 -1.42504
F6 -2.23957 -2.19987 -0.90221

Values from the calculation:
Total charge   0
Highest occupied orbital energy   -10.479 eV
LUMO energy   -1.2140 eV
Spin multiplicity   1

---

No. 3
The following is a quantum chemistry calculation of 2 unconnected molecules or ions with the total composition C2H10N2O at a distorted geometry, from the OMol25 dataset.

CARTESIAN COORDINATES (ANGSTROEM)
N1 -0.64668 -1.99270 -0.61701
C1 -1.21084 -0.83431 0.04449
N2 -0.79011 -0.60410 1.55186
H1 0.30414 -1.91707 -1.04619
H2 -0.81793 -2.83485 -0.02076
H3 -1.14932 0.03525 -0.63635
H4 -2.30511 -1.05229 0.12958
H5 -1.24340 0.14204 2.03957
H6 0.20681 -0.44912 1.55752
C2 1.07258 1.85948 -0.66641
O1 1.36969 0.56885 -0.13242
H7 0.30376 1.83031 -1.48947
H8 0.63094 2.44600 0.23398
H9 1.99136 2.37537 -1.00450
H10 2.28412 0.42714 0.05610

Values from the calculation:
Total charge   0
Highest occupied orbital energy   -8.859 eV
Energy above the lowest of the compared OMol25 structures with the same formula, charge and spin   128.8 kJ/mol
LUMO energy   0.7277 eV
Spin multiplicity   1
SMILES   NCN.CO

---

No. 4
The following is a quantum chemistry calculation of 2 unconnected molecules or ions with the total composition C2H10N2O at a distorted geometry, from the OMol25 dataset.

CARTESIAN COORDINATES (ANGSTROEM)
C1 -1.55770 1.53891 0.33179
N1 -1.03679 0.44993 1.13471
C2 -0.34047 -0.58549 0.41064
N2 0.46720 -1.57357 1.09455
H1 -0.70760 2.05392 -0.07024
H2 -2.22101 1.27346 -0.49785
H3 -2.16006 2.13656 1.01235
H4 -1.51627 0.29289 2.00089
H5 0.33612 -0.15673 -0.33716
H6 -1.11686 -1.06566 -0.21280
H7 1.23408 -1.04421 1.49716
H8 -0.10128 -1.83659 1.90048
O1 2.92590 -0.87569 -2.57911
H9 3.29084 -0.54644 -3.41348
H10 2.50392 -0.06129 -2.27193

Values from the calculation:
Total charge   0
Highest occupied orbital energy   -8.372 eV
Energy above the lowest of the compared OMol25 structures with the same formula, charge and spin   92.8 kJ/mol
LUMO energy   0.8098 eV
Spin multiplicity   1
SMILES   CNCN.O

---

No. 5
The following is a quantum chemistry calculation of 2 unconnected molecules or ions with the total composition C2H10N2O at a distorted geometry, from the OMol25 dataset.

CARTESIAN COORDINATES (ANGSTROEM)
N1 0.18760 1.68395 0.39238
C1 1.17246 1.55383 -0.62937
N2 2.44330 0.97482 -0.12287
H1 -0.77395 1.50234 0.00647
H2 0.04294 2.58220 0.81909
H3 1.33412 2.44932 -1.22007
H4 0.72989 0.93025 -1.39955
H5 2.15363 0.81427 0.88059
H6 3.49023 1.29649 -0.07396
C2 -2.32153 -2.32872 0.36559
O1 -1.16495 -1.86740 -0.16679
H7 -2.32683 -2.66042 1.35381
H8 -2.74918 -3.23948 -0.05052
H9 -3.14179 -1.62614 0.35740
H10 -0.96134 -1.07173 0.35722

Values from the calculation:
Total charge   0
Highest occupied orbital energy   -8.793 eV
Energy above the lowest of the compared OMol25 structures with the same formula, charge and spin   188.1 kJ/mol
LUMO energy   0.8606 eV
Spin multiplicity   1
SMILES   NCN.CO

---

No. 6
The following is a quantum chemistry calculation of 3 unconnected molecules or ions with the total composition C2H10N2O2 at a distorted geometry, from the OMol25 dataset.

CARTESIAN COORDINATES (ANGSTROEM)
C1 2.30047 0.48132 -1.49652
N1 -0.62966 2.33706 -1.24570
C2 0.79267 2.32329 -1.27588
N2 1.62371 1.65730 -2.04017
H1 3.09628 0.16253 -2.17671
H2 2.82509 0.68405 -0.53551
H3 1.58657 -0.32330 -1.25271
H4 -0.96802 3.08317 -0.69159
H5 -1.26158 1.71501 -1.71500
H6 1.17708 3.08681 -0.55166
H7 -1.49185 -3.58535 4.13708
H8 -2.41006 -4.48802 3.44657
O1 -2.40630 -3.79793 4.08906
H9 -2.01032 -1.05378 -0.06611
H10 -0.64970 -1.03222 0.59931
O2 -1.57439 -1.24995 0.77554

Values from the calculation:
Total charge   -1
Highest occupied orbital energy (spin up / spin down)   0.698 / -2.569 eV
Energy above the lowest of the compared OMol25 structures with the same formula, charge and spin   173.3 kJ/mol
LUMO energy (spin up / spin down)   3.2328 / 3.1439 eV
Spin multiplicity   2

---

No. 7
The following is a quantum chemistry calculation of 3 unconnected molecules or ions with the total composition C2H10N2O2 at a distorted geometry, from the OMol25 dataset.

CARTESIAN COORDINATES (ANGSTROEM)
H1 0.98754 -2.41542 -0.14032
N1 1.01702 -1.43357 -0.39138
C1 0.14369 -0.79534 0.28842
N2 0.05794 0.56755 0.28961
C2 -0.50864 1.17734 1.49463
H2 -0.54835 -1.31763 0.94929
H3 0.91054 1.04520 0.05690
H4 -0.72837 2.21706 1.24273
H5 -1.46501 0.70517 1.71786
H6 0.12682 1.20123 2.38262
O1 -2.88451 -0.26679 -1.47226
H7 -3.18270 -1.10589 -1.11013
H8 -1.96859 -0.52237 -1.73703
O2 2.59485 0.72272 -1.21297
H9 3.41028 0.28226 -1.06023
H10 2.03749 -0.06154 -1.29775

Values from the calculation:
Total charge   0
Highest occupied orbital energy   -9.397 eV
Energy above the lowest of the compared OMol25 structures with the same formula, charge and spin   46.4 kJ/mol
LUMO energy   0.7464 eV
Spin multiplicity   1
SMILES   [H]/N=C/NC.O.O

---

No. 8
The following is a quantum chemistry calculation of 3 unconnected molecules or ions with the total composition C2H10N2O2 at a distorted geometry, from the OMol25 dataset.

CARTESIAN COORDINATES (ANGSTROEM)
H1 0.09198 -1.12243 -2.07183
N1 0.21508 -0.33377 -1.44600
C1 -0.80785 0.21105 -0.95472
N2 -0.71476 1.31398 -0.12735
C2 -1.88172 2.13662 0.25395
H2 -1.81848 -0.21255 -0.88696
H3 0.09348 1.89466 -0.32588
H4 -2.79913 1.54027 0.23709
H5 -1.63895 2.31710 1.31200
H6 -1.96769 3.08013 -0.26938
O1 3.17493 -1.56235 -0.47884
H7 2.83405 -0.66897 -0.73984
H8 2.25670 -1.88506 -0.42122
O2 0.82744 -2.37556 2.22849
H9 1.78046 -2.52692 2.07290
H10 0.35445 -1.80619 1.61761

Values from the calculation:
Total charge   0
Highest occupied orbital energy   -9.480 eV
Energy above the lowest of the compared OMol25 structures with the same formula, charge and spin   94.6 kJ/mol
LUMO energy   0.7363 eV
Spin multiplicity   1
SMILES   [H]/N=C/NC.O.O